No. 1
Computed, not measured: the ion C6H11FNOS with charge +1 at a distorted geometry, with ωB97M-V/def2-TZVPD.

CARTESIAN COORDINATES (ANGSTROEM)
O -2.063 -2.196 -1.343
C -1.027 -1.161 -1.608
N -0.557 -0.248 -0.655
C -1.040 -0.188 0.808
C 0.258 0.019 1.833
C 0.303 1.593 2.354
F -0.057 1.554 3.806
C 0.548 0.666 -1.227
C 1.434 -0.348 -2.218
S -0.086 -0.880 -3.247
H -1.776 -3.079 -1.766
H -1.477 -1.262 1.089
H -1.879 0.616 0.974
H 1.290 -0.190 1.323
H 0.092 -0.666 2.767
H 1.396 2.021 2.214
H -0.411 2.253 1.702
H 1.134 1.352 -0.482
H -0.085 1.274 -2.034
H 2.341 0.125 -2.809
H 1.664 -1.255 -1.484

Output
* relative energy (zero: lowest compared OMol25 entry of this formula, charge and spin): 103.7 kcal per mole
* multiplicity: 1
* LUMO energy: -0.1766 Eh
* HOMO energy: -0.5233 hartree
* maximum force: 4.9 eV/Å
* net charge: +1
* E: -862.8546 Ha

Here are the Mulliken charges for atoms 1 to 4, given in e: O -0.416; C 0.384; N 0.164; C -0.578

***

No. 2
Computed, not measured: a structure of composition C18H15N2O8Zr at a distorted geometry, with ωB97M-V/def2-TZVPD.

CARTESIAN COORDINATES (ANGSTROEM)
Zr 0.209 -1.158 -0.509
O 0.168 -1.236 3.859
C -0.397 -0.006 4.063
C -1.132 0.261 5.192
C -1.603 1.556 5.395
C -1.189 2.649 4.604
C -0.392 2.353 3.467
C -0.074 1.028 3.170
C 0.402 0.615 1.853
O -0.348 -0.310 1.190
N 1.550 1.030 1.350
N 1.714 0.463 0.126
C 2.535 1.036 -0.668
C 2.614 0.769 -2.093
C 3.234 1.715 -2.918
C 3.303 1.621 -4.296
C 2.861 0.485 -4.918
C 2.265 -0.505 -4.104
C 2.062 -0.317 -2.759
O 1.336 -1.220 -2.070
H -0.027 -1.833 4.606
H -1.449 -0.503 5.921
H -2.209 1.767 6.266
H -1.394 3.656 4.903
H -0.096 3.139 2.783
H 3.072 1.917 -0.286
H 3.587 2.648 -2.392
H 3.884 2.369 -4.734
H 3.031 0.302 -5.979
H 1.878 -1.416 -4.517
O -3.212 1.076 -2.109
C -2.279 0.365 -1.546
O -1.089 0.434 -1.702
C -2.911 -0.790 -0.765
O -1.853 -1.786 -0.676
C -2.046 -3.203 -1.025
C -0.669 -3.910 -0.862
O -0.541 -5.005 -1.288
O 0.225 -3.174 -0.283
H -2.777 1.779 -2.666
H -3.831 -1.174 -1.244
H -3.294 -0.557 0.202
H -2.289 -3.287 -2.125
H -2.830 -3.646 -0.414

Output
* multiplicity: 1
* LUMO energy: -0.1369 Eh
* HOMO energy: -0.4128 hartree
* maximum force: 3.1 eV/Å
* net charge: +1
* E: -1453.3463 Ha

Here are the Mulliken charges for atoms 1 to 4, given in e: Zr 2.304; O -0.491; C 0.908; C -0.732

***

No. 3
Computed, not measured: the ion C26H41N2O3 with charge +1, with ωB97M-V/def2-TZVPD.

CARTESIAN COORDINATES (ANGSTROEM)
C 3.267 0.954 -2.759
H 2.965 1.793 -3.393
H 4.121 0.455 -3.214
H 2.442 0.242 -2.665
O 3.715 1.393 -1.498
C 2.857 2.069 -0.689
C 1.559 2.397 -1.043
C 0.743 3.143 -0.195
C 1.241 3.588 1.020
C 2.517 3.230 1.405
C 3.319 2.429 0.600
O 4.517 2.094 1.126
C 5.147 0.896 0.741
H 5.641 0.997 -0.233
H 5.903 0.720 1.512
C 4.170 -0.291 0.698
O 2.992 -0.168 0.977
N 4.760 -1.431 0.310
H 5.750 -1.415 0.122
C 4.099 -2.737 0.187
C 3.543 -3.153 1.550
H 4.347 -3.232 2.278
H 3.047 -4.117 1.473
H 2.827 -2.415 1.901
C 2.970 -2.629 -0.842
H 2.469 -3.587 -0.947
H 3.369 -2.335 -1.810
H 2.248 -1.887 -0.515
C 5.153 -3.735 -0.285
H 5.963 -3.808 0.437
H 4.707 -4.719 -0.395
H 5.564 -3.436 -1.248
H 2.913 3.530 2.361
H 0.634 4.196 1.673
C -0.709 3.322 -0.525
H -1.093 4.271 -0.152
H -0.891 3.254 -1.598
N -1.444 2.201 0.144
H -1.295 2.289 1.156
H -0.986 1.326 -0.149
C -2.912 2.073 -0.123
C -3.645 3.050 0.785
H -3.240 4.052 0.671
H -4.696 3.098 0.520
H -3.567 2.759 1.829
H -3.068 2.371 -1.165
C -3.331 0.583 0.008
C -4.846 0.464 -0.219
H -5.109 0.887 -1.190
C -5.277 -1.003 -0.157
C -4.555 -1.804 -1.236
C -3.050 -1.704 -1.005
C -2.697 -2.268 0.370
C -3.430 -1.470 1.445
C -4.937 -1.570 1.220
H -5.250 -2.612 1.280
H -5.470 -1.017 1.995
C -2.992 -0.002 1.386
H -1.917 0.045 1.585
H -3.511 0.551 2.170
H -3.180 -1.871 2.432
H -2.992 -3.316 0.424
H -1.617 -2.219 0.533
C -2.617 -0.238 -1.078
H -2.859 0.164 -2.065
H -1.526 -0.207 -0.960
H -2.521 -2.269 -1.780
H -4.867 -2.847 -1.197
H -4.809 -1.417 -2.225
H -6.357 -1.059 -0.320
H -5.385 1.014 0.552
H 1.169 2.089 -2.001

Output
* structure (SMILES): COc1cc(C[NH2+][C@H](C)[C@]23C[C@H]4C[C@H](C[C@H](C4)C2)C3)ccc1OCC(=O)NC(C)(C)C
* multiplicity: 1
* LUMO energy: -0.0763 Eh
* HOMO energy: -0.3920 hartree
* maximum force: 0.7 eV/Å
* net charge: +1
* E: -1350.3861 Ha

Here are the Mulliken charges for atoms 1 to 4, given in e: C -1.031; H 0.391; H 0.273; H 0.340

***

Values for frontier orbital gap, eV, ordered as above
9.434 7.508 8.591